# 1
Below is C34H49Br48Cl3N2O3S as an isolated structure, with properties calculated with ωB97M-V with the def2-TZVPD basis set.

## Properties
LUMO, eV: -0.250
Charge: 0

Last column: Löwdin charge in e.
Geometry (Å):
1 C 6.22 2.32 2.55  -0.11
2 C 5.25 1.95 1.46  -0.35
3 N 4.98 3.11 0.59  -0.10
4 N 4.09 2.60 -0.43  -0.09
5 C 3.58 3.54 -1.40  -0.63
6 S 4.35 5.18 -1.20  0.77
7 C 2.04 3.65 -1.31  -0.25
8 O 1.55 2.37 -0.96  -0.22
9 C 0.23 2.14 -0.57  -0.80
10 Cl -0.19 0.65 -1.51  0.71
11 C -0.72 3.25 -0.97  -0.18
12 C -2.23 2.97 -0.82  -0.22
13 C -2.96 3.89 0.16  -0.20
14 C -3.32 3.30 1.53  -0.19
15 C -4.74 2.76 1.56  -0.21
16 C -4.95 1.42 0.82  -0.21
17 C -5.45 0.28 1.73  -0.15
18 C -4.68 -1.01 1.51  -0.23
19 O -5.61 -2.11 1.62  0.01
20 C -5.20 -3.37 1.42  -0.53
21 C -3.75 -3.62 1.12  0.01
22 O -6.01 -4.26 1.48  0.10
23 C 0.22 1.88 0.93  -0.60
24 Cl 1.38 2.86 1.77  0.81
25 C -0.51 1.09 1.72  -0.72
26 C -0.36 0.96 3.20  -0.14
27 Cl -1.78 0.08 1.11  0.79
28 H 7.20 2.47 2.11  -0.03
29 H 5.90 3.21 3.09  0.08
30 H 6.26 1.51 3.28  0.06
31 H 4.29 1.64 1.88  0.03
32 H 5.60 1.12 0.86  0.06
33 H 4.39 3.72 1.16  0.08
34 H 4.56 1.83 -0.89  0.12
35 H 3.82 3.19 -2.41  0.11
36 H 3.54 5.77 -2.08  -0.14
37 H 1.79 4.41 -0.58  0.09
38 H 1.68 3.96 -2.30  0.12
39 H -0.52 3.50 -2.01  0.12
40 H -0.50 4.12 -0.36  0.12
41 H -2.43 1.92 -0.61  0.03
42 H -2.68 3.15 -1.79  0.02
43 H -2.40 4.81 0.28  0.06
44 H -3.91 4.16 -0.31  0.09
45 H -2.60 2.56 1.87  0.08
46 H -3.29 4.11 2.25  0.11
47 H -5.05 2.62 2.60  0.10
48 H -5.41 3.53 1.17  0.06
49 H -5.69 1.57 0.04  0.05
50 H -4.03 1.11 0.33  0.04
51 H -5.41 0.57 2.77  0.11
52 H -6.48 0.05 1.46  0.06
53 H -3.92 -1.13 2.28  0.09
54 H -4.22 -1.02 0.53  0.10
55 H -3.53 -3.34 0.09  0.10
56 H -3.57 -4.68 1.24  0.09
57 H -3.08 -3.05 1.75  0.07
58 H -0.87 1.78 3.70  0.09
59 H 0.68 0.93 3.49  0.05
60 H -0.83 0.04 3.53  0.06
61 C 4.28 -2.16 1.36  -1.62
62 Br 4.21 -2.86 -0.42  0.55
63 Br 6.05 -1.57 1.85  0.62
64 Br 2.96 -0.78 1.61  0.65
65 H 4.01 -2.96 2.02  -0.14
66 C 8.29 -5.19 1.89  -1.63
67 Br 6.53 -5.96 1.93  0.54
68 Br 9.63 -6.49 2.36  0.56
69 Br 8.66 -4.36 0.20  0.58
70 H 8.32 -4.42 2.65  -0.03
71 C 1.71 -5.18 -3.10  -1.62
72 Br 1.15 -3.49 -2.39  0.57
73 Br 3.64 -5.27 -3.23  0.60
74 Br 1.01 -6.65 -2.09  0.57
75 H 1.32 -5.26 -4.11  -0.11
76 C -4.79 2.23 -4.44  -1.60
77 Br -3.68 3.80 -4.30  0.59
78 Br -4.40 0.92 -3.09  0.62
79 Br -6.63 2.75 -4.40  0.53
80 H -4.57 1.77 -5.40  -0.03
81 C 1.65 -5.16 3.24  -1.61
82 Br 1.72 -5.66 1.39  0.56
83 Br 3.38 -4.64 3.87  0.60
84 Br 0.34 -3.78 3.55  0.58
85 H 1.34 -6.02 3.81  -0.04
86 C 3.01 -5.74 -6.93  -1.66
87 Br 1.13 -5.34 -6.86  0.57
88 Br 3.34 -7.58 -7.34  0.59
89 Br 3.95 -4.56 -8.13  0.59
90 H 3.38 -5.55 -5.93  -0.12
91 C -4.26 7.38 -1.02  -1.61
92 Br -4.56 9.28 -0.96  0.56
93 Br -5.62 6.49 -2.02  0.55
94 Br -2.49 6.98 -1.68  0.61
95 H -4.31 7.01 0.00  -0.03
96 C 5.38 -8.88 4.94  -1.62
97 Br 6.28 -7.31 5.59  0.53
98 Br 3.47 -8.62 4.85  0.57
99 Br 6.10 -9.45 3.25  0.57
100 H 5.56 -9.67 5.64  -0.03
101 C -9.16 1.83 0.51  -1.59
102 Br -8.83 0.18 -0.42  0.62
103 Br -9.08 1.59 2.41  0.61
104 Br -7.98 3.22 -0.08  0.64
105 H -10.17 2.14 0.27  -0.02
106 C -2.99 -4.96 -7.43  -1.65
107 Br -2.49 -3.20 -8.00  0.57
108 Br -2.34 -6.30 -8.63  0.57
109 Br -2.42 -5.30 -5.62  0.55
110 H -4.07 -5.01 -7.43  -0.03
111 C 10.57 3.46 0.47  -1.65
112 Br 8.66 3.58 0.36  0.65
113 Br 11.20 1.74 -0.12  0.57
114 Br 11.43 4.89 -0.49  0.57
115 H 10.84 3.56 1.51  -0.03
116 C -8.85 6.37 -5.19  -1.61
117 Br -9.54 7.61 -3.91  0.57
118 Br -6.93 6.40 -5.22  0.53
119 Br -9.53 4.60 -4.87  0.56
120 H -9.20 6.67 -6.17  -0.02
121 C 9.71 -5.51 7.94  -1.65
122 Br 9.69 -6.18 6.14  0.53
123 Br 11.47 -4.94 8.47  0.58
124 Br 8.41 -4.12 8.19  0.57
125 H 9.43 -6.33 8.59  -0.03
126 C 12.69 -8.55 1.21  -1.67
127 Br 12.80 -10.23 0.30  0.58
128 Br 12.64 -8.78 3.12  0.55
129 Br 14.11 -7.36 0.69  0.58
130 H 11.76 -8.08 0.92  -0.08
131 C -11.74 -1.34 1.67  -1.68
132 Br -11.52 -3.18 2.17  0.59
133 Br -12.61 -1.16 -0.04  0.56
134 Br -12.66 -0.34 3.03  0.56
135 H -10.76 -0.91 1.57  -0.10
136 C -7.90 11.69 -3.92  -1.64
137 Br -6.52 10.60 -3.13  0.53
138 Br -8.26 11.18 -5.74  0.56
139 Br -9.50 11.68 -2.85  0.57
140 H -7.54 12.70 -3.93  -0.03

=====

# 2
Below is a 4-piece molecular cluster, C34H49Cl2N5O2 overall at a distorted geometry, with properties calculated with ωB97M-V with the def2-TZVPD basis set.

## Properties
SMILES: CCCCC[C@@]1(/C(Cl)=C(/C)Cl)NC(=O)[C@@H](CCCN)[C@@H]1CCCOC.c1ccncc1.c1ccncc1.c1ccncc1
LUMO, eV: 0.308
Charge: 0

Last column: Löwdin charge in e.
Geometry (Å):
1 C 5.75 0.08 0.82  -0.15
2 C 4.47 0.20 1.85  -0.25
3 C 3.00 0.16 1.07  -0.22
4 C 2.10 -0.97 1.84  -0.23
5 C 0.56 -1.13 1.36  -0.14
6 C 0.24 -0.91 -0.23  -0.34
7 C 1.09 -1.69 -1.39  -0.42
8 Cl 2.68 -2.67 -1.08  0.55
9 C 0.65 -1.73 -2.84  -0.53
10 C 1.54 -2.54 -4.00  -0.15
11 Cl -0.87 -0.87 -3.49  0.62
12 N -1.13 -1.61 -0.32  0.03
13 C -2.23 -0.68 0.13  -0.23
14 O -3.38 -1.04 0.72  -0.06
15 C -1.64 0.77 -0.36  -0.16
16 C -2.48 2.00 0.30  -0.14
17 C -1.66 3.06 1.22  -0.19
18 C -2.11 4.62 1.01  -0.28
19 N -2.26 5.06 -0.43  -0.06
20 C -0.01 0.74 -0.38  -0.17
21 C 0.84 1.56 -1.50  -0.15
22 C 1.06 3.16 -1.21  -0.15
23 C 2.40 3.50 -0.29  -0.20
24 O 2.05 3.78 1.11  -0.26
25 C 1.95 5.22 1.39  -0.12
26 H 6.72 0.29 1.46  0.08
27 H 5.87 -1.00 0.37  0.08
28 H 5.67 0.93 0.00  0.07
29 H 4.52 -0.74 2.55  0.09
30 H 4.56 1.15 2.58  0.12
31 H 3.14 -0.02 -0.08  0.08
32 H 2.50 1.21 1.33  0.10
33 H 2.07 -0.65 2.99  0.13
34 H 2.69 -2.00 1.84  0.08
35 H -0.13 -0.45 2.06  0.15
36 H 0.23 -2.25 1.63  0.13
37 H 2.41 -1.85 -4.40  0.10
38 H 1.90 -3.60 -3.64  0.07
39 H 0.82 -2.75 -4.93  0.07
40 H -1.16 -2.61 -0.01  0.14
41 H -2.01 0.80 -1.49  0.13
42 H -3.35 1.55 0.99  0.12
43 H -3.07 2.55 -0.58  0.12
44 H -0.50 3.01 1.15  0.08
45 H -1.93 2.80 2.36  0.13
46 H -3.14 4.76 1.55  0.11
47 H -1.36 5.39 1.52  0.10
48 H -1.95 4.34 -1.12  0.04
49 H -1.65 5.91 -0.65  0.08
50 H 0.42 1.11 0.64  0.12
51 H 1.93 1.07 -1.53  0.11
52 H 0.44 1.47 -2.61  0.09
53 H 0.12 3.73 -0.81  0.09
54 H 1.30 3.65 -2.27  0.12
55 H 2.99 4.37 -0.83  0.12
56 H 3.10 2.54 -0.37  0.11
57 H 0.84 5.57 1.63  0.09
58 H 2.43 5.92 0.58  0.10
59 H 2.57 5.41 2.39  0.11
60 N -7.20 1.96 2.51  0.05
61 C -6.48 1.00 1.89  -0.15
62 C -5.67 0.09 2.56  -0.08
63 C -5.60 0.17 3.95  -0.08
64 C -6.33 1.15 4.61  -0.09
65 C -7.11 2.01 3.86  -0.16
66 H -6.56 0.98 0.81  0.10
67 H -5.11 -0.66 2.02  0.07
68 H -4.98 -0.52 4.51  0.10
69 H -6.30 1.24 5.69  0.10
70 H -7.71 2.79 4.33  0.10
71 N 3.47 -3.69 3.43  0.05
72 C 4.19 -4.65 2.81  -0.14
73 C 5.00 -5.56 3.48  -0.08
74 C 5.07 -5.47 4.87  -0.08
75 C 4.34 -4.49 5.53  -0.08
76 C 3.55 -3.64 4.77  -0.14
77 H 4.11 -4.67 1.73  0.10
78 H 5.56 -6.31 2.94  0.10
79 H 5.69 -6.16 5.43  0.11
80 H 4.37 -4.40 6.61  0.10
81 H 2.96 -2.86 5.25  0.10
82 N -2.26 -1.03 -7.66  0.06
83 C -3.10 -1.54 -8.59  -0.15
84 C -3.59 -2.84 -8.55  -0.08
85 C -3.21 -3.66 -7.49  -0.08
86 C -2.35 -3.15 -6.52  -0.08
87 C -1.91 -1.85 -6.65  -0.18
88 H -3.36 -0.87 -9.40  0.10
89 H -4.26 -3.20 -9.32  0.10
90 H -3.58 -4.68 -7.42  0.10
91 H -2.03 -3.77 -5.68  0.10
92 H -1.24 -1.41 -5.91  0.02

=====

# 3
Below is C34H49Cl3N5O3Ru as an isolated structure at a distorted geometry, with properties calculated with ωB97M-V with the def2-TZVPD basis set.

## Properties
Spin multiplicity: 6
LUMO (spin up / spin down), eV: -6.061 / -8.228
Charge: +2

Last column: Löwdin charge in e.
Geometry (Å):
1 Ru 1.00 0.38 2.05  1.39
2 C 3.70 -1.55 4.88  -0.04
3 C 2.51 -1.02 5.70  -0.36
4 C 1.76 -2.18 6.34  -0.06
5 C 1.62 -0.09 4.88  -0.20
6 C 2.05 1.21 4.58  -0.04
7 C 1.20 2.15 4.02  -0.06
8 C -0.16 1.87 3.84  -0.34
9 C -1.15 2.97 3.56  -0.02
10 C -0.58 0.55 4.08  -0.09
11 C 0.31 -0.43 4.54  -0.04
12 H 4.28 -2.25 5.49  0.10
13 H 4.37 -0.75 4.58  0.07
14 H 3.34 -2.08 4.00  0.08
15 H 2.92 -0.40 6.50  0.16
16 H 1.41 -2.89 5.59  0.09
17 H 0.91 -1.84 6.92  0.09
18 H 2.42 -2.72 7.01  0.10
19 H 3.04 1.52 4.90  0.14
20 H 1.54 3.17 3.89  0.14
21 H -1.33 3.52 4.49  0.11
22 H -2.10 2.57 3.22  0.08
23 H -0.76 3.68 2.83  0.09
24 H -1.63 0.31 4.01  0.13
25 H -0.08 -1.41 4.78  0.12
26 C 3.60 -1.25 0.95  -0.14
27 C 5.14 -1.48 0.89  -0.12
28 N 5.80 -0.21 0.67  -0.16
29 C 5.62 0.66 1.82  -0.12
30 C 4.09 0.87 2.04  -0.16
31 N 3.33 0.21 0.95  -0.20
32 C 3.78 0.77 -0.34  -0.13
33 C 5.30 0.44 -0.53  -0.11
34 H 3.16 -1.70 1.84  0.09
35 H 3.13 -1.68 0.07  0.11
36 H 5.39 -2.16 0.08  0.13
37 H 5.51 -1.91 1.83  0.13
38 H 6.12 1.61 1.62  0.13
39 H 6.08 0.21 2.69  0.12
40 H 3.84 1.93 2.05  0.12
41 H 3.78 0.41 2.98  0.05
42 H 3.60 1.85 -0.34  0.13
43 H 3.20 0.33 -1.15  0.09
44 H 5.87 1.35 -0.71  0.13
45 H 5.44 -0.23 -1.38  0.13
46 C -4.16 -1.16 -2.69  -0.04
47 C -4.95 0.14 -2.80  -0.51
48 C -5.69 0.12 -4.15  -0.03
49 C -6.01 0.17 -1.70  -0.04
50 C -4.05 1.42 -2.71  -0.42
51 O -4.81 2.55 -3.11  -0.01
52 C -2.81 1.36 -3.64  -0.09
53 C -1.48 0.77 -3.14  -0.16
54 C -0.73 -0.16 -4.12  -0.48
55 C -1.04 0.12 -5.50  -0.03
56 C -1.20 -1.23 -6.22  0.01
57 C -0.84 -2.02 -5.22  -0.25
58 Cl -0.51 -4.61 -4.38  0.71
59 C 0.26 -3.30 -3.54  -0.70
60 C -0.97 -1.96 -2.52  -0.17
61 C -3.71 1.93 -1.28  -0.02
62 N -2.83 1.24 -0.34  -0.06
63 C -1.70 1.71 0.18  -0.12
64 N -1.21 0.88 1.08  0.00
65 C -2.12 -0.15 1.05  -0.19
66 N -3.11 0.04 0.22  0.17
67 H -4.84 -2.00 -2.81  0.10
68 H -3.70 -1.26 -1.70  0.06
69 H -3.40 -1.25 -3.46  0.08
70 H -6.23 -0.82 -4.24  0.10
71 H -5.02 0.19 -5.01  0.09
72 H -6.43 0.92 -4.22  0.09
73 H -6.73 -0.64 -1.87  0.10
74 H -6.57 1.11 -1.70  0.10
75 H -5.58 0.00 -0.71  0.07
76 H -5.16 2.42 -3.99  0.10
77 H -2.62 2.40 -3.92  0.13
78 H -3.11 0.84 -4.55  0.10
79 H -1.66 0.06 -2.31  0.06
80 H -0.81 1.52 -2.72  0.10
81 H -1.21 1.09 -5.94  0.12
82 H -1.50 -1.44 -7.24  0.11
83 H 1.05 -3.71 -2.93  0.07
84 H -1.41 -2.66 -1.83  0.08
85 H -4.67 2.05 -0.79  0.14
86 H -3.27 2.92 -1.41  0.15
87 H -1.29 2.68 -0.07  0.16
88 H -2.05 -1.02 1.68  0.12
89 Cl 1.72 0.48 -4.13  0.66
90 C 1.36 -1.22 -3.84  -0.71
91 Cl -0.17 -1.74 -3.82  0.64
92 C 0.76 -0.39 -0.22  -0.58
93 O 0.64 -1.45 0.27  0.15
94 O 0.87 0.53 -0.93  0.16
95 H 2.28 -1.78 -3.75  0.05

=====

# 4
Below is C34H49FeIN9P as an isolated structure, with properties calculated with ωB97M-V with the def2-TZVPD basis set.

## Properties
Spin multiplicity: 2
LUMO (spin up / spin down), eV: -3.723 / -3.175
Charge: +1

Last column: Löwdin charge in e.
Geometry (Å):
1 Fe -0.35 0.63 -0.14  0.44
2 I -0.75 0.05 2.43  1.36
3 C 1.30 -0.06 2.80  -0.61
4 C 1.78 -0.23 4.06  -0.14
5 C 3.17 -0.36 4.24  -0.06
6 C 4.00 -0.33 3.15  -0.01
7 C 3.49 -0.17 1.84  -0.16
8 C 4.36 -0.20 0.73  -0.02
9 C 3.85 -0.09 -0.53  -0.05
10 C 2.47 0.11 -0.72  -0.10
11 C 1.56 0.17 0.31  -0.15
12 C 2.10 -0.01 1.63  -0.27
13 H 1.12 -0.28 4.91  0.11
14 H 3.57 -0.49 5.24  0.11
15 H 5.07 -0.45 3.28  0.12
16 H 5.43 -0.32 0.89  0.12
17 H 4.51 -0.12 -1.39  0.11
18 H 2.14 0.21 -1.74  0.05
19 C 2.05 1.37 -3.86  -0.03
20 N 1.09 0.28 -3.94  -0.14
21 C 1.09 -0.40 -5.23  -0.03
22 C 0.19 -0.03 -2.98  -0.38
23 N -0.29 0.85 -2.10  0.06
24 C -0.50 2.20 -2.45  -0.21
25 C -0.85 2.66 -3.72  -0.02
26 C -0.94 4.02 -3.97  -0.08
27 C -0.68 4.93 -2.95  -0.07
28 C -0.41 4.48 -1.67  -0.03
29 C -0.41 3.12 -1.39  -0.21
30 N -0.28 2.57 -0.09  0.03
31 C -0.67 3.31 0.96  -0.38
32 N -1.82 3.99 0.99  -0.11
33 C -1.96 5.27 1.68  -0.03
34 C -2.95 3.68 0.11  -0.01
35 N 0.12 3.31 2.05  -0.14
36 C 1.56 3.16 1.94  -0.01
37 C -0.40 3.46 3.40  -0.07
38 N -0.20 -1.32 -2.90  -0.12
39 C -1.48 -1.68 -2.31  -0.04
40 C 0.76 -2.41 -2.99  -0.03
41 H 1.77 2.19 -4.52  0.10
42 H 3.02 0.98 -4.16  0.10
43 H 2.12 1.75 -2.84  0.09
44 H 1.05 0.35 -6.02  0.10
45 H 0.22 -1.05 -5.32  0.10
46 H 2.00 -0.99 -5.37  0.10
47 H -1.02 1.95 -4.52  0.12
48 H -1.20 4.37 -4.96  0.11
49 H -0.71 5.99 -3.15  0.11
50 H -0.24 5.19 -0.87  0.12
51 H -1.02 5.58 2.10  0.09
52 H -2.72 5.21 2.47  0.10
53 H -2.28 6.01 0.95  0.10
54 H -2.84 2.69 -0.32  0.06
55 H -3.01 4.41 -0.70  0.10
56 H -3.86 3.72 0.70  0.11
57 H 2.05 4.11 2.16  0.10
58 H 1.83 2.83 0.94  0.09
59 H 1.91 2.42 2.67  0.08
60 H -0.13 4.42 3.84  0.10
61 H 0.03 2.67 4.02  0.07
62 H -1.48 3.35 3.41  0.09
63 H -2.19 -0.86 -2.44  0.09
64 H -1.39 -1.92 -1.25  0.04
65 H -1.85 -2.57 -2.82  0.10
66 H 1.75 -2.04 -3.26  0.09
67 H 0.44 -3.14 -3.74  0.10
68 H 0.82 -2.90 -2.02  0.08
69 C 0.93 -4.86 3.59  -0.15
70 C 0.82 -3.57 2.78  -0.44
71 P -0.17 -3.61 1.22  0.92
72 C -1.87 -3.90 1.89  -0.42
73 C -2.98 -3.55 0.90  -0.16
74 C 0.29 -5.27 0.55  -0.44
75 C -0.48 -5.65 -0.72  -0.16
76 H 1.43 -4.68 4.54  0.07
77 H 1.50 -5.62 3.06  0.06
78 H -0.05 -5.28 3.81  0.07
79 H 1.82 -3.19 2.53  0.07
80 H 0.35 -2.79 3.40  0.04
81 H -1.96 -3.27 2.77  0.06
82 H -1.97 -4.94 2.24  0.08
83 H -2.89 -2.51 0.58  0.03
84 H -3.97 -3.67 1.36  0.07
85 H -2.95 -4.17 0.01  0.06
86 H 0.13 -6.03 1.32  0.07
87 H 1.36 -5.24 0.35  0.08
88 H -1.53 -5.83 -0.51  0.06
89 H -0.08 -6.57 -1.15  0.07
90 H -0.42 -4.87 -1.48  0.04
91 N -2.32 0.28 -0.15  0.01
92 C -3.45 0.34 0.18  -0.37
93 N -4.64 0.52 0.52  0.10
94 C -5.51 -0.44 0.80  -0.38
95 N -6.31 -1.23 1.04  0.12